(1)
# C2H5NOSi

C2H5NOSi in the gas phase (ωB97M-V with the def2-TZVPD basis set, the OMol25 dataset).

The geometry in XYZ format:
```
10
Properties=species:S:1:pos:R:3:forces:R:3:lowdin_charge:R:1
C -1.017518 -1.101063 0.160713 0.6 -0.5 0.6 -0.239
Si -0.377455 0.629229 -0.216709 -0.4 -0.5 0.3 0.640
O 0.882664 1.050889 0.921151 0.9 -1.0 -0.8 -0.174
C 2.075376 0.783067 0.402323 -3.6 1.4 1.1 -0.441
N 2.945093 0.772036 -0.328240 2.4 -0.6 -0.9 0.152
H -1.732220 -1.491586 -0.593968 0.4 0.4 0.4 0.034
H -1.441910 -1.215638 1.187264 0.1 0.2 -0.8 0.038
H -0.124701 -1.779276 0.145862 -0.6 0.5 -0.1 0.040
H -1.373644 1.698633 -0.099489 -0.1 0.0 0.3 -0.036
H 0.164315 0.653708 -1.578908 0.3 0.1 0.0 -0.014
```
Positions in Å, forces in eV/Å.

Summary:
- SMILES string = C[SiH2]OC#N

=====

(2)
# C4H7NO2

C4H7NO2 in the gas phase (ωB97M-V with the def2-TZVPD basis set, the OMol25 dataset).

The geometry in XYZ format:
```
14
Properties=species:S:1:pos:R:3:forces:R:3:lowdin_charge:R:1
C 1.291437 -1.140660 0.608216 0.1 0.0 0.1 -0.011
N 0.056127 -0.469465 0.207495 -0.2 0.1 0.0 -0.052
C -1.105510 -1.226065 0.156096 0.0 -0.2 0.1 -0.277
O -1.182080 -2.365729 0.550548 0.1 0.4 -0.1 0.052
C 0.016470 0.823538 -0.284877 -0.5 0.1 0.0 -0.438
O 1.225068 1.347928 -0.594349 -0.1 0.1 -0.2 0.064
C -1.063069 1.604101 -0.509754 -0.3 -0.4 0.0 0.020
H 1.038384 -1.872656 1.377255 0.1 0.1 -0.1 0.090
H 1.745824 -1.670447 -0.237686 -0.1 0.1 0.1 0.103
H 1.998785 -0.405778 0.989551 -0.1 -0.1 0.0 0.091
H -1.946251 -0.665895 -0.280509 0.1 -0.2 0.0 0.130
H -1.013247 2.243065 -1.385864 0.1 0.4 0.5 0.064
H 0.943139 2.281675 -0.597846 1.0 -0.1 -0.2 0.114
H -2.005076 1.516389 0.001726 -0.1 -0.4 -0.2 0.049
```
Positions in Å, forces in eV/Å.

Summary:
- SMILES string = C=C(O)N(C)C=O

=====

(3)
# C4H8N2O

C4H8N2O in the gas phase (ωB97M-V with the def2-TZVPD basis set, the OMol25 dataset).

The geometry in XYZ format:
```
15
Properties=species:S:1:pos:R:3:forces:R:3:lowdin_charge:R:1
C -2.426742 -0.279534 -0.032384 -0.1 0.0 0.1 -0.093
N -1.141563 -0.186053 -0.674649 0.2 0.1 0.1 -0.017
C 0.003893 0.085897 0.004378 -0.1 0.0 0.0 -0.406
N 0.190536 0.243075 1.261924 -0.2 -0.1 -0.2 0.147
C 1.205510 0.197390 -0.924805 0.1 0.0 -0.4 -0.369
O 1.018874 0.350427 -2.115989 0.1 -0.1 0.5 0.082
C 2.566621 0.065583 -0.307762 0.1 0.0 0.0 -0.021
H -3.188924 -0.469862 -0.790250 0.1 0.0 0.1 0.085
H -2.690684 0.644729 0.500437 0.0 -0.1 -0.1 0.087
H -2.448433 -1.110100 0.685215 0.0 0.1 -0.1 0.087
H -1.069593 -0.118516 -1.679465 0.0 0.0 0.1 0.124
H -0.685164 0.180682 1.783621 0.1 0.0 0.0 0.038
H 2.710590 -0.983460 -0.022325 0.0 0.1 0.0 0.096
H 3.328433 0.349685 -1.035584 -0.1 0.0 0.1 0.085
H 2.637656 0.653129 0.609227 0.0 -0.1 -0.1 0.077
```
Positions in Å, forces in eV/Å.

Summary:
- SMILES string = [H]/N=C(\NC)C(C)=O

=====

(4)
# C4H3BrFN

C4H3BrFN in the gas phase (ωB97M-V with the def2-TZVPD basis set, the OMol25 dataset).

The geometry in XYZ format:
```
10
Properties=species:S:1:pos:R:3:forces:R:3:lowdin_charge:R:1
C 1.315238 -0.881849 0.249612 -4.3 -3.2 -1.4 0.050
C 0.069132 1.017646 0.146035 -1.3 2.5 -1.5 -0.212
C -0.777112 -1.091171 -0.092048 4.2 -2.6 0.9 -0.117
C -1.036085 0.209325 -0.090902 -2.5 -0.6 1.1 -0.672
N 1.254564 0.441253 0.068077 0.1 2.4 0.5 -0.090
F -1.515409 -2.247888 0.013802 1.0 2.6 -0.3 0.018
Br -2.845885 0.971636 -0.002585 1.1 -0.4 -0.2 0.665
H 1.715383 -1.599242 -0.503384 0.4 1.0 0.6 0.055
H -0.239344 2.088097 0.114020 1.6 -0.6 0.4 0.124
H 2.059517 1.092190 0.097374 -0.4 -1.0 -0.1 0.180
```
Positions in Å, forces in eV/Å.

=====

(5)
# C11H21N5O5

C11H21N5O5 in the gas phase (ωB97M-V with the def2-TZVPD basis set, the OMol25 dataset).

The geometry in XYZ format:
```
42
Properties=species:S:1:pos:R:3:forces:R:3:lowdin_charge:R:1
C 0.275038 -1.286716 -1.212833 -0.5 -1.6 0.7 -0.308
C -1.077151 -2.149914 -1.245649 0.7 2.0 1.7 -0.405
C 1.203119 -1.836224 -0.114394 -0.2 0.5 0.9 -0.156
C 2.671832 -1.405046 -0.290637 -0.2 0.5 -0.3 -0.171
C 3.021985 -0.013504 0.276773 -0.6 0.7 -0.7 -0.224
C 5.142077 1.332285 0.290330 -0.1 1.0 1.3 -0.561
C -2.124192 -0.657435 0.519579 1.2 -0.1 0.0 -0.233
C -2.872923 -1.153638 1.739764 -0.8 -0.7 0.2 -0.467
C -2.556670 0.764469 0.119844 -0.3 0.8 1.0 -0.145
C -4.061606 0.980378 0.117375 0.0 0.3 0.1 -0.095
C -4.481508 2.322046 -0.478691 0.6 0.9 -0.3 -0.472
H 0.015639 0.574870 -0.284107 0.1 -0.4 -0.3 0.075
H -0.344950 0.507646 -1.874611 -0.5 0.6 -0.6 0.074
H 0.726240 -1.687740 -2.103750 0.3 0.5 -0.8 0.132
H 0.867006 -1.439741 0.888221 0.2 -0.6 -0.7 0.117
H 1.122174 -2.931368 -0.098436 0.0 0.3 0.0 0.123
H 2.974947 -1.473962 -1.372698 -0.2 0.1 1.0 0.137
H 3.303046 -2.069510 0.282040 0.2 -0.6 0.0 0.099
H 2.574517 0.772882 -0.326999 -0.1 -0.2 0.0 0.083
H 2.627445 0.175511 1.305734 0.2 -0.5 -0.4 0.132
H 4.897335 -0.562301 0.697865 1.0 -1.3 0.8 0.097
H 6.583318 0.517899 1.065575 0.5 -0.5 0.8 0.014
H 4.903679 3.309209 -0.109549 -0.3 -0.8 -0.2 0.102
H 4.012701 2.250803 -1.107775 -0.1 0.1 -0.1 0.084
H -2.828958 -2.363423 -0.420434 -2.0 -1.8 0.5 0.098
H -1.082919 -0.579045 0.929344 -0.6 -0.2 -0.6 0.139
H -2.285753 1.001522 -0.878161 0.9 -0.1 -0.8 0.101
H -2.043056 1.518025 0.765472 -0.4 -0.4 -0.4 0.139
H -4.461429 0.938062 1.110663 -0.3 0.1 0.8 0.124
H -4.494770 0.136992 -0.377989 -0.6 -0.4 -0.7 0.123
H -6.218184 1.582800 -0.991324 0.4 0.4 0.1 0.120
H -2.287377 0.453486 2.656747 -0.3 -0.4 0.1 0.120
N 0.256495 0.146678 -1.174260 0.3 0.0 0.0 0.078
N 4.456306 0.147545 0.198539 -0.5 0.1 -1.0 0.008
N 6.265857 1.458543 0.923785 -1.0 0.6 -1.7 0.092
N 4.399171 2.417980 -0.195204 1.0 0.5 0.6 0.105
N -2.183368 -1.664653 -0.549326 2.1 2.3 -0.2 0.147
O -1.103541 -3.220001 -1.776813 0.0 -0.7 -0.7 0.097
O -3.468471 -2.201397 1.759080 0.4 0.9 0.3 0.142
O -3.748806 3.289968 -0.469634 -1.0 -1.2 0.0 0.112
O -5.733033 2.428208 -1.024300 0.5 -0.5 0.4 0.104
O -2.841264 -0.332195 2.830827 0.3 -0.1 -0.6 0.117
```
Positions in Å, forces in eV/Å.

Summary:
- SMILES string = [H]/N=C(/N)NCCC[C@H](N)C(=O)N[C@@H](CCC(=O)O)C(=O)O

=====

(6)
# C17H38F3NO2P

2 unconnected molecules or ions with the total composition C17H38F3NO2P (ωB97M-V with the def2-TZVPD basis set, the OMol25 dataset).

The geometry in XYZ format:
```
62
Properties=species:S:1:pos:R:3:forces:R:3:lowdin_charge:R:1
C 3.546725 1.730934 -1.000343 -0.4 0.7 0.3 -0.060
C 2.132407 2.316964 -0.941688 0.9 -0.4 -0.7 -0.263
O 1.473699 1.975038 -2.151914 -0.3 -0.5 0.4 -0.149
C 0.075573 2.111753 -2.057167 -0.6 0.1 -0.7 -0.225
C -0.422399 3.515761 -2.424529 0.5 0.3 0.7 -0.284
O -1.271065 4.055943 -1.443658 -0.5 -0.3 -0.2 -0.409
P -2.977387 3.720310 -1.707131 -0.1 0.6 0.3 0.816
C -3.265152 3.980552 0.086390 0.4 0.0 -0.5 -0.170
C -4.787788 3.296231 -2.098983 0.4 -0.5 0.2 -0.326
C -5.464530 2.222499 -1.241699 -0.2 0.8 -0.7 -0.143
C -4.835895 0.876727 -1.283662 -1.1 0.5 1.2 -0.729
F -3.589015 0.837702 -0.825890 1.4 0.1 0.4 0.117
F -5.532405 0.045524 -0.502326 -0.5 -0.7 0.7 0.134
F -4.847280 0.349415 -2.469889 0.3 -0.7 -2.1 0.183
H 4.217045 2.517502 -1.306079 0.5 0.0 -0.4 0.070
H 3.875666 1.432536 -0.011858 0.1 -0.2 0.2 0.060
H 3.589935 0.905186 -1.693398 0.1 -0.3 -0.2 0.069
H 1.618149 1.924397 -0.067561 -0.5 0.0 0.1 0.105
H 2.223758 3.393149 -0.884916 -0.3 0.4 0.4 0.118
H -0.395767 1.418414 -2.747077 0.3 -0.4 -0.3 0.112
H -0.301485 1.838286 -1.076204 0.1 0.1 0.5 0.106
H -0.861868 3.514447 -3.421879 -0.2 0.0 -0.2 0.104
H 0.456503 4.147490 -2.463949 0.2 0.3 -0.2 0.118
H -3.060149 4.853652 -2.542193 0.0 -0.1 0.0 0.064
H -2.594845 2.513346 -2.333458 0.1 0.0 0.1 0.048
H -2.386757 4.371859 0.559925 0.4 0.4 0.1 0.037
H -3.434755 3.017721 0.539998 -0.4 -0.3 0.1 0.039
H -4.100051 4.649816 0.238975 -0.4 0.0 0.0 0.059
H -5.410808 4.178995 -2.103718 -0.2 0.4 0.2 0.077
H -4.792418 2.937494 -3.125163 0.1 0.0 -0.3 0.078
H -6.461777 2.080634 -1.634568 -0.4 -0.2 -0.1 0.129
H -5.609702 2.514011 -0.216776 0.2 0.1 0.5 0.116
C 3.980754 -3.491866 3.858693 0.0 0.0 -0.1 -0.093
C 3.997435 -2.824619 2.484229 0.0 -0.1 0.3 -0.253
C 2.959964 -1.708616 2.333604 0.3 -0.1 -0.3 -0.178
C 1.493502 -2.107897 2.339114 0.1 0.4 0.2 -0.100
N 1.028936 -3.079673 1.265739 -0.4 -0.3 -0.1 -0.244
C -0.380205 -2.695049 0.837871 0.1 0.2 0.0 -0.096
C -0.166517 -1.624191 -0.206574 0.0 0.2 -0.1 -0.142
C 1.038206 -2.126569 -1.001336 0.1 0.1 -0.1 -0.114
C 1.808989 -3.040381 -0.039953 0.0 0.1 -0.3 -0.074
C 0.997444 -4.466687 1.824407 0.2 0.1 0.0 0.021
H 2.999251 -3.902072 4.107489 0.0 0.0 0.0 0.062
H 4.697015 -4.312036 3.886282 0.0 0.0 0.1 0.082
H 4.257007 -2.782509 4.639010 0.0 0.0 0.0 0.084
H 3.881482 -3.589075 1.711696 0.0 0.0 0.0 0.090
H 4.983675 -2.387767 2.320511 0.0 0.0 0.0 0.119
H 3.170047 -1.122213 1.434154 0.0 0.0 0.0 0.109
H 3.094609 -1.007501 3.161213 -0.1 0.0 0.0 0.133
H 0.893158 -1.206793 2.224406 0.0 0.0 -0.1 0.127
H 1.214654 -2.544082 3.297505 0.0 -0.1 -0.1 0.131
H -0.843530 -3.581301 0.406303 0.0 0.0 0.0 0.142
H -0.942493 -2.371142 1.710855 0.0 -0.1 0.1 0.144
H 0.062475 -0.664273 0.260111 -0.1 0.0 0.0 0.109
H -1.044024 -1.480140 -0.833138 -0.1 0.0 0.1 0.128
H 1.653300 -1.302615 -1.359293 0.0 0.0 0.0 0.115
H 0.724609 -2.692142 -1.877417 0.0 0.0 0.0 0.124
H 2.821977 -2.700680 0.126075 0.0 -0.1 0.2 0.108
H 1.850590 -4.058797 -0.418085 0.0 0.0 0.1 0.135
H 0.338520 -4.475273 2.688787 0.0 0.0 0.0 0.117
H 2.005510 -4.756547 2.107762 0.0 0.0 0.1 0.100
H 0.617500 -5.141782 1.062370 0.0 0.0 0.0 0.111
```
Positions in Å, forces in eV/Å.

Summary:
- total charge = +1

=====

(7)
# C8H21Cl3N2O2PS

2 unconnected molecules or ions with the total composition C8H21Cl3N2O2PS (ωB97M-V with the def2-TZVPD basis set, the OMol25 dataset).

The geometry in XYZ format:
```
38
Properties=species:S:1:pos:R:3:forces:R:3:lowdin_charge:R:1
C -1.744663 3.512508 0.311673 0.0 -0.1 -0.2 -0.074
C -2.371566 2.431705 -0.565507 0.0 0.2 0.1 -0.248
N -1.496904 2.001844 -1.688030 -0.1 -0.2 0.3 -0.004
N -0.780896 0.748643 -1.499874 -0.3 0.4 -0.3 -0.324
C 0.268943 0.715953 -2.630556 -0.1 0.1 0.0 -0.187
O 0.518880 -0.582596 -2.940415 0.0 -0.1 -0.2 -0.210
C 1.861054 -1.071649 -2.839889 0.2 -0.1 0.1 -0.028
C -0.086220 0.771965 -0.157552 0.2 0.2 0.2 -0.211
O 0.971445 -0.090566 -0.214172 -0.1 -0.1 -0.1 -0.150
C 1.158329 -0.903436 0.953887 0.1 -0.2 0.5 -0.272
C 1.718136 -0.105903 2.113685 0.1 0.1 -0.2 -0.061
P -1.896428 -0.715972 -1.726709 0.1 -1.0 0.4 0.465
S -1.523050 -2.363748 -0.848778 0.0 0.3 -0.1 0.331
H -1.148928 4.181506 -0.305901 0.0 0.0 0.0 0.087
H -1.118004 3.098740 1.097834 0.0 0.0 0.1 0.065
H -2.530947 4.103530 0.777138 0.0 0.0 0.1 0.085
H -2.716186 1.589490 0.037135 0.0 -0.1 0.0 0.098
H -3.261710 2.842387 -1.041101 0.0 0.0 -0.1 0.126
H -2.065344 1.876470 -2.518866 0.1 0.0 -0.1 0.116
H 1.121859 1.296806 -2.283248 0.1 -0.1 0.1 0.154
H -0.204354 1.236178 -3.464462 -0.1 0.0 0.0 0.143
H 1.814548 -2.069382 -2.412970 -0.1 0.0 0.0 0.099
H 2.456739 -0.437965 -2.187622 0.0 0.1 0.0 0.092
H 2.299542 -1.110913 -3.833947 0.0 0.0 0.0 0.100
H 0.233690 1.808231 -0.034706 0.0 0.1 -0.1 0.144
H -0.800938 0.519657 0.629174 -0.1 -0.1 -0.1 0.140
H 1.840792 -1.699270 0.666050 0.1 0.1 -0.2 0.109
H 0.219038 -1.388382 1.230006 -0.1 0.1 -0.1 0.076
H 2.489644 0.579150 1.761379 0.1 0.0 0.0 0.089
H 0.951940 0.477645 2.624209 0.0 0.0 0.1 0.081
H 2.185394 -0.775967 2.830051 -0.1 0.0 0.1 0.047
H -3.075378 -0.102385 -1.305056 0.0 0.3 -0.1 -0.005
H -1.945483 -0.675887 -3.122471 0.0 0.2 -0.1 0.022
C 1.416739 -3.997766 4.561490 -0.1 0.0 0.0 -1.539
Cl 1.622605 -3.768326 2.816457 0.0 0.0 0.0 0.544
Cl 1.370884 -2.445360 5.394463 0.0 0.0 0.0 0.538
Cl -0.028275 -4.939204 4.894828 0.0 0.0 0.0 0.548
H 2.275074 -4.547730 4.922375 0.0 0.0 0.0 0.015
```
Positions in Å, forces in eV/Å.

Summary:
- total charge = +1

=====

(8)
# C7H7ClFO3

3 unconnected molecules or ions with the total composition C7H7ClFO3 (ωB97M-V with the def2-TZVPD basis set, the OMol25 dataset).

The geometry in XYZ format:
```
19
Properties=species:S:1:pos:R:3:forces:R:3:lowdin_charge:R:1
C 0.756205 1.904102 0.773870 -0.2 1.5 0.5 -0.034
C -0.893918 -3.090199 -1.611918 0.3 -4.1 -2.4 -0.218
C 0.301376 0.770946 0.295751 -0.8 -1.5 1.7 -0.189
C -0.719221 -2.288476 -0.620900 -0.5 3.0 1.5 -0.664
C -4.540205 0.843842 -0.096391 0.7 1.1 0.6 -0.489
C -1.118474 0.423341 0.690097 2.0 -2.7 -2.6 -0.149
C -1.876415 -0.297621 -0.416598 0.3 -0.7 0.7 -0.497
O -5.255684 0.224195 -0.740131 -1.5 -0.7 -0.8 0.193
O -3.972225 1.644310 0.535068 -0.1 0.1 0.2 0.164
O -3.008761 -0.719508 -0.234270 0.8 0.1 -0.8 -0.005
F -1.513153 0.317342 -1.644393 -0.6 -0.7 0.3 -0.008
Cl 0.040144 -2.901653 0.860175 0.4 -0.2 0.2 0.441
H 1.836508 2.168480 0.765382 -1.1 0.2 0.1 0.053
H -0.100132 2.517120 1.238725 2.1 -0.2 -0.6 0.083
H -0.544736 -4.196149 -1.758849 -0.3 1.7 1.0 0.053
H -1.472603 -2.877434 -2.497361 -0.1 0.9 -0.1 0.020
H 0.897144 -0.103049 0.054355 0.2 0.3 -0.7 0.087
H -1.611459 1.281399 0.944636 -1.6 2.1 0.7 0.058
H -1.085525 -0.291343 1.486331 0.0 -0.3 0.7 0.100
```
Positions in Å, forces in eV/Å.

Summary:
- total charge = -1

=====

Number 1: E -498.686631 hartree. Number 2: E -361.818628 hartree. Number 3: E -341.965006 hartree. Number 4: E -2882.660476 hartree. Number 5: E -1081.762330 hartree. Number 6: E -1516.446106 hartree. Number 7: E -2697.196210 hartree. Number 8: E -1056.680595 hartree.